Computed, not measured: one molecule with the formula C5H5N3, with ωB97M-V with the def2-TZVPD basis set.

Positions of all 13 atoms, in Å:
C  -1.754  -0.967  0.266
C  -0.388  -0.382  0.002
C  -0.051  0.684  0.894
C  0.834  1.375  -0.014
C  0.568  -1.289  -0.792
H  0.548  0.205  1.676
H  -0.876  1.351  1.520
H  1.240  2.326  0.244
H  1.748  -0.968  -0.681
H  0.175  -2.261  -1.056
N  -2.922  -0.972  0.512
N  0.989  0.954  -1.190
N  -0.112  -0.057  -1.381

Force components x, y, z for each atom (eV/Å):
C -3.8756 1.4811 0.4989
C -3.1919 -4.0974 -1.3758
C -0.4737 1.4442 3.9207
C 0.8171 2.4202 -0.1638
C 2.0300 2.9075 1.0051
H 0.0915 0.5837 0.4158
H 1.7305 -1.8311 -2.1959
H 1.1078 0.3586 0.3468
H -3.1750 -1.8488 -0.1779
H 0.3708 0.0149 -0.1494
N 4.7010 -0.6248 -0.9198
N -2.1369 -0.0408 -0.9370
N 2.0044 -0.7672 -0.2677

Total energy in eV: -9731.7690
ΔE to the lowest compared entry with this formula, charge and spin in kcal/mol: 85.8
Molecular weight in g/mol: 107.12
Kohn-Sham gap in eV: 10.67
F_max in eV/A: 5.37
SMILES: N#C[C@]12CC=NN1C2

---

Computed, not measured: C10H11CsN2O9P2S2 as an isolated structure, with ωB97M-V with the def2-TZVPD basis set.

Positions of all 37 atoms, in Å:
Cs  -1.031  1.860  1.327
O  -1.890  3.592  3.973
P  -0.847  4.715  3.364
O  -0.489  5.654  4.458
O  0.189  3.953  2.608
O  -1.824  5.540  2.356
P  -2.494  5.174  0.910
O  -1.200  5.295  -0.086
O  -3.444  6.275  0.607
O  -2.919  3.744  0.868
H  -2.610  4.064  4.402
H  -0.905  6.211  -0.072
O  1.524  -3.975  -1.139
C  0.700  -4.378  -0.164
C  0.643  -5.745  0.125
C  -0.193  -6.225  1.116
C  -0.992  -5.353  1.848
C  -0.930  -3.996  1.566
C  -0.100  -3.483  0.577
C  -0.102  -1.981  0.372
O  -0.810  -1.268  1.091
N  0.664  -1.603  -0.671
N  0.669  -0.247  -0.870
C  1.285  0.159  -1.891
S  1.491  1.887  -2.226
C  1.821  1.619  -3.979
C  2.743  0.416  -4.087
S  2.036  -0.926  -3.097
H  1.397  -2.970  -1.189
H  1.271  -6.412  -0.453
H  -0.221  -7.290  1.320
H  -1.647  -5.724  2.626
H  -1.525  -3.278  2.116
H  2.281  2.525  -4.375
H  0.886  1.433  -4.511
H  3.733  0.670  -3.706
H  2.839  0.067  -5.116

Force components x, y, z for each atom (eV/Å):
Cs 0.2179 -0.8897 -0.2370
O 0.1046 -0.1254 -0.2263
P 0.1586 0.5137 0.4325
O -0.0087 0.0101 -0.0394
O -0.0533 0.1700 0.1735
O 0.0014 -0.1726 -0.1039
P -0.4122 0.3926 0.0327
O 0.0413 -0.1508 0.0082
O 0.0683 0.0126 0.0079
O -0.1166 0.2966 -0.0655
H -0.0081 -0.0102 0.0022
H 0.0113 -0.0047 -0.0061
O 0.0157 0.0361 -0.0088
C -0.0736 -0.0070 0.0918
C 0.0060 0.0115 -0.0333
C -0.0093 -0.0376 0.0206
C 0.0197 0.0424 -0.0504
C -0.0118 -0.0382 0.0667
C 0.1140 0.0666 0.0433
C -0.2601 -0.0920 -0.3498
O 0.1169 -0.0629 0.1146
N 0.0756 -0.0408 0.0891
N -0.0323 0.1521 0.1209
C 0.0698 -0.0063 -0.0849
S -0.0369 -0.0941 0.0653
C -0.0328 -0.0122 -0.0748
C 0.0524 0.0599 0.0653
S 0.0116 -0.0426 -0.0213
H -0.0049 0.0238 -0.0091
H -0.0036 0.0016 -0.0010
H 0.0018 0.0031 -0.0003
H -0.0027 -0.0003 0.0021
H 0.0015 0.0053 -0.0096
H 0.0201 -0.0108 0.0036
H -0.0011 0.0124 0.0037
H -0.0011 -0.0069 -0.0148
H -0.0392 -0.0053 -0.0079

Total energy in eV: -72763.4032
ΔE to the lowest compared entry with this formula, charge and spin in kcal/mol: 1.9
Molecular weight in g/mol: 562.19
Kohn-Sham gap in eV: 6.74
Total charge: -2
F_max in eV/A: 0.95

---

Computed, not measured: a 7-piece molecular cluster, C47H37F13IN4O12S overall, with ωB97M-V with the def2-TZVPD basis set.

Positions of all 115 atoms, in Å:
C  -2.601  -2.799  -0.586
C  -1.727  -3.802  -1.469
C  -0.853  -4.845  -0.577
I  -1.549  -6.893  -0.774
N  0.568  -4.682  -1.052
C  1.147  -4.983  -2.336
N  2.548  -4.642  -2.355
C  2.883  -4.112  -1.060
N  4.022  -3.636  -0.556
C  4.230  -3.079  0.805
C  3.225  -1.913  1.227
C  3.854  -0.434  1.076
F  5.192  -0.412  1.567
F  3.109  0.385  1.937
C  3.877  0.012  -0.452
F  3.154  -0.896  -1.278
F  5.228  -0.124  -0.886
C  3.497  1.546  -0.738
F  4.086  1.839  -2.001
F  4.154  2.341  0.191
C  1.936  1.745  -0.900
F  1.617  1.305  -2.210
F  1.155  0.905  -0.063
S  1.260  3.486  -0.727
F  -0.199  2.834  -0.185
F  1.700  3.631  0.859
F  2.623  4.204  -1.314
F  0.597  3.392  -2.272
F  0.583  4.998  -0.623
N  1.644  -4.207  -0.367
H  -2.075  -2.401  0.340
H  -2.844  -1.877  -1.228
H  -3.624  -3.220  -0.284
H  -2.429  -4.326  -2.190
H  -1.035  -3.154  -2.112
H  -0.868  -4.477  0.503
H  0.602  -5.422  -3.220
H  4.844  -3.667  -1.181
H  4.080  -3.928  1.568
H  5.331  -2.791  0.895
H  2.193  -1.969  0.758
H  3.057  -2.029  2.359
H  1.409  -3.925  0.594
C  -4.993  -8.683  1.241
C  -5.965  -9.033  2.083
C  -6.861  -10.173  1.786
O  -7.749  -10.491  2.552
C  -6.635  -10.907  0.523
C  -5.662  -10.555  -0.318
C  -4.767  -9.418  -0.022
O  -3.876  -9.097  -0.790
H  -4.328  -7.851  1.442
H  -6.143  -8.507  3.012
H  -7.299  -11.737  0.322
H  -5.484  -11.081  -1.247
C  0.219  -0.089  5.755
C  1.104  0.457  6.589
C  1.792  1.723  6.257
O  2.600  2.219  7.016
C  1.459  2.361  4.965
C  0.574  1.816  4.131
C  -0.114  0.550  4.463
O  -0.924  0.052  3.702
H  -0.294  -1.015  5.981
H  1.358  0.003  7.539
H  1.972  3.288  4.739
H  0.319  2.270  3.181
C  -5.277  -15.131  1.023
C  -4.506  -16.081  1.552
C  -3.136  -16.325  1.050
O  -2.433  -17.191  1.530
C  -2.656  -15.474  -0.060
C  -3.427  -14.524  -0.589
C  -4.796  -14.280  -0.087
O  -5.501  -13.411  -0.568
H  -6.282  -14.938  1.378
H  -4.842  -16.711  2.366
H  -1.651  -15.666  -0.415
H  -3.091  -13.893  -1.402
C  3.176  7.955  0.315
C  1.861  7.843  0.134
C  0.975  9.023  0.203
O  -0.228  8.920  0.040
C  1.603  10.333  0.478
C  2.919  10.444  0.658
C  3.806  9.263  0.589
O  5.008  9.363  0.752
H  3.840  7.100  0.268
H  1.385  6.892  -0.069
H  0.939  11.186  0.524
H  3.396  11.395  0.861
C  3.830  8.579  -5.560
C  3.190  9.103  -4.514
C  2.950  8.312  -3.288
O  2.364  8.787  -2.333
C  3.448  6.920  -3.266
C  4.088  6.396  -4.311
C  4.328  7.187  -5.538
O  4.914  6.711  -6.490
H  4.014  9.143  -6.466
H  2.819  10.120  -4.513
H  3.264  6.356  -2.360
H  4.459  5.379  -4.312
C  -2.101  11.047  -1.096
C  -3.417  10.935  -1.276
C  -4.304  12.115  -1.207
O  -5.505  12.014  -1.370
C  -3.675  13.426  -0.932
C  -2.359  13.538  -0.752
C  -1.473  12.357  -0.821
O  -0.270  12.459  -0.658
H  -1.437  10.193  -1.141
H  -3.894  9.984  -1.479
H  -4.340  14.280  -0.886
H  -1.883  14.489  -0.549

Force components x, y, z for each atom (eV/Å):
C -0.6150 0.5203 -0.3482
C -0.4990 0.6281 0.1458
C 0.0003 1.9667 -0.3898
I 0.1052 0.8011 0.2811
N 2.7662 -1.5689 -4.9318
C 2.6551 1.6336 2.7864
N -2.7227 0.1213 2.0869
C -5.3743 -2.0357 -1.8041
N 0.5481 0.0725 -0.5960
C -0.3429 -0.6576 0.9731
C 0.8421 0.4583 1.1857
C -0.0065 -1.5061 1.4627
F -2.7411 -0.0394 -0.9786
F 1.1559 -0.7819 -1.8890
C 1.9230 -0.3767 -1.2172
F 0.9971 2.0914 1.8420
F -2.7191 0.2437 0.8611
C 2.0177 0.0586 -1.3733
F -1.4535 -0.3870 2.5351
F -1.6633 -1.4570 -1.4081
C -1.6931 -2.6561 -1.4390
F 1.0820 0.7790 2.9751
F 2.5395 1.6440 -1.3174
S -4.0966 2.8480 -0.3902
F 2.1868 1.2518 -0.7674
F 0.1699 -0.4564 -2.4492
F -1.6452 -1.4881 1.0780
F 1.4747 0.5556 2.3814
F 1.0726 -2.4298 -0.0476
N 1.2470 1.1482 2.3100
H -0.5132 -0.6527 -1.1347
H 0.3994 -1.3794 0.8974
H 1.6521 0.3607 -0.3245
H 1.0110 0.3738 0.9687
H -0.7213 -1.0949 1.0215
H 0.0141 -0.8238 -1.3838
H 0.6876 0.6161 1.3626
H -0.9461 0.0042 0.4316
H 0.2025 1.1539 -1.1266
H -1.7003 -0.1404 -0.2212
H 1.4873 0.2879 0.3054
H 0.3392 0.3068 -1.6339
H 0.6301 -0.1615 -0.6647
C -0.0870 0.0564 0.2196
C 0.2733 0.2675 -0.0101
C -0.3699 -0.2176 0.1749
O 0.2444 0.1162 -0.1413
C 0.0901 0.0377 -0.2129
C -0.1421 0.0371 -0.0380
C 0.0088 -0.0391 -0.1072
O 0.0598 0.0007 0.0911
H 0.0095 -0.0038 -0.0148
H -0.0332 -0.0335 -0.0031
H 0.0428 0.0101 0.0146
H 0.0118 0.0125 0.0597
C 0.1502 -0.0270 0.2365
C -0.2058 -0.2896 -0.0541
C 0.3178 0.2387 0.3235
O -0.1945 -0.1494 -0.2067
C -0.1445 0.0293 -0.3256
C 0.1943 0.2031 0.0293
C -0.2505 -0.0838 -0.1829
O 0.2262 0.0027 0.0666
H -0.0358 0.0226 -0.0195
H 0.0195 0.0502 0.0016
H 0.0122 -0.0032 0.0488
H -0.0452 -0.0209 0.0026
C 0.0156 -0.1796 0.1889
C -0.3007 0.1622 0.0111
C 0.2551 -0.3630 0.1980
O -0.1593 0.2307 -0.1198
C -0.0134 0.2600 -0.2380
C 0.2517 -0.1120 0.0013
C -0.1840 0.1419 -0.1143
O 0.1630 -0.3408 0.0383
H 0.0016 0.0200 -0.0278
H 0.0430 -0.0140 -0.0174
H -0.0097 -0.0389 0.0300
H -0.0416 0.0048 0.0024
C -0.3533 -0.2360 0.2752
C 0.3537 -0.2583 0.3763
C -0.1563 0.0717 -0.0852
O 0.3177 -0.2080 0.1148
C 0.2012 0.1983 0.2239
C -0.2690 0.0012 -0.0194
C 0.3732 0.1045 -0.0028
O -0.2134 -0.0749 -0.0516
H 0.0570 0.0287 0.0090
H 0.0140 0.1842 0.0045
H 0.0772 -0.1282 -0.0549
H 0.0237 -0.0318 0.0019
C -0.1543 0.2546 0.1376
C 0.1355 0.0424 -0.2701
C -0.1822 0.2608 0.2163
O 0.0513 0.0244 -0.7091
C 0.1233 -0.2573 -0.1192
C -0.1285 -0.0689 0.3395
C 0.2259 -0.1142 -0.4017
O -0.1442 0.0734 0.2437
H 0.0188 -0.0447 -0.0077
H -0.0108 -0.0212 0.0491
H -0.0093 0.0527 -0.0015
H 0.0215 0.0195 -0.0464
C -0.1927 -0.2307 -0.2223
C 0.2703 -0.0243 0.0328
C -0.4316 -0.1355 -0.0439
O 0.2604 0.0574 0.0331
C 0.2529 0.2147 0.0610
C -0.2265 0.1720 0.0011
C 0.2002 -0.0022 0.0209
O -0.3451 0.1529 -0.1018
H -0.0608 0.1303 0.0493
H -0.0254 0.0329 -0.0041
H -0.0270 -0.0342 -0.0079
H 0.0256 -0.0269 -0.0010

Total energy in eV: -134112.9993
ΔE to the lowest compared entry with this formula, charge and spin in kcal/mol: 0.0
Molecular weight in g/mol: 1255.77
Kohn-Sham gap in eV: 7.40
Total charge: +1
F_max in eV/A: 6.02

---

Computed, not measured: a 2-piece molecular cluster, C10H16O overall, with ωB97M-V with the def2-TZVPD basis set.

Positions of all 27 atoms, in Å:
C  -0.695  -0.338  -1.814
C  0.057  -1.684  -1.615
C  -0.378  0.250  -3.214
H  -1.782  -0.498  -1.711
H  -0.279  0.265  -0.960
H  -0.287  -2.430  -2.379
H  0.209  1.162  -3.138
H  -0.175  -2.065  -0.591
H  1.144  -1.672  -1.610
H  0.352  -0.425  -3.685
H  -1.277  0.413  -3.812
C  -0.270  2.678  0.566
C  -0.727  -0.891  1.989
C  -1.106  0.419  1.632
C  0.660  -1.188  2.189
C  -0.064  1.297  1.287
C  1.629  -0.203  2.211
C  1.257  0.997  1.677
O  1.036  -2.477  2.318
H  -1.561  -1.572  2.073
H  -2.112  0.497  1.332
H  0.422  -3.111  1.917
H  2.654  -0.213  2.622
H  -0.305  2.441  -0.489
H  0.637  3.318  0.630
H  2.028  1.744  1.581
H  -1.066  3.287  0.995

Force components x, y, z for each atom (eV/Å):
C 1.3157 -0.4276 0.2697
C -1.3488 -0.9029 0.2978
C 0.7641 -0.2353 0.6888
H 0.5155 0.1204 0.2808
H -0.8470 0.0418 -0.9601
H 0.3657 0.4973 0.8115
H -0.3424 0.4062 0.0274
H -0.1864 -0.1127 -0.6331
H 0.1291 0.5867 -0.4686
H -0.6680 0.0299 -0.3432
H 0.3356 -0.0823 -0.0460
C 1.3499 -0.9490 1.2543
C -0.6041 2.6966 -0.4570
C 1.8670 -2.8958 -0.2989
C -1.1852 -3.4494 0.2477
C -0.4616 2.9212 -0.4192
C 1.3209 2.1191 0.2188
C 0.5811 -0.4797 0.4122
O 0.3359 1.5201 -0.1252
H 0.4605 -0.6848 0.1203
H -1.0642 0.8736 -0.0420
H -0.3253 0.1163 0.2910
H -0.7061 -1.0026 -0.4213
H -0.8252 0.1582 -0.4289
H -0.3354 -0.6667 0.3095
H -0.0503 0.2609 -0.0983
H -0.3911 -0.4594 -0.4882

Expectation value of S²: 0.767
Total energy in eV: -12667.8910
ΔE to the lowest compared entry with this formula, charge and spin in kcal/mol: 29.7
Molecular weight in g/mol: 152.24
Kohn-Sham gap (spin up / spin down) in eV: 10.24 / 6.60
Total charge: +1
F_max in eV/A: 3.66
2S+1: 2

---

Computed, not measured: a 3-piece molecular cluster, C14H28BrFIO3 overall, with ωB97M-V with the def2-TZVPD basis set.

Positions of all 48 atoms, in Å:
C  -1.115  6.331  -2.245
C  -1.703  4.975  -1.892
I  -1.699  4.838  0.327
C  -0.916  3.807  -2.441
C  -1.102  3.449  -3.945
Br  -2.573  4.580  -4.807
C  0.222  3.788  -4.681
C  0.089  4.092  -6.131
O  -0.024  3.326  -7.034
F  0.157  5.421  -6.410
H  -0.883  6.356  -3.308
H  -0.194  6.492  -1.687
H  -1.816  7.131  -2.010
H  -2.760  4.918  -2.113
H  -1.140  2.917  -1.849
H  0.140  4.032  -2.241
H  0.778  4.600  -4.193
H  0.856  2.898  -4.663
C  1.500  1.741  3.592
C  0.457  1.878  2.493
O  0.858  1.331  1.254
C  1.122  -0.056  1.235
C  -0.066  -0.924  1.612
H  2.439  2.203  3.284
H  1.150  2.235  4.499
H  1.703  0.698  3.841
H  0.276  2.934  2.292
H  -0.500  1.453  2.815
H  1.987  -0.296  1.867
H  1.415  -0.269  0.206
H  -0.386  -0.757  2.642
H  0.195  -1.979  1.515
H  -0.913  -0.711  0.958
C  0.901  -6.240  0.101
C  1.373  -5.861  1.494
O  0.448  -5.082  2.227
C  -0.816  -5.670  2.467
C  -0.760  -6.963  3.263
H  0.652  -5.347  -0.474
H  1.688  -6.782  -0.424
H  0.019  -6.881  0.126
H  2.265  -5.237  1.419
H  1.659  -6.756  2.060
H  -1.356  -5.822  1.525
H  -1.371  -4.919  3.029
H  -0.229  -7.752  2.729
H  -1.771  -7.320  3.461
H  -0.256  -6.802  4.216

Force components x, y, z for each atom (eV/Å):
C -0.1067 -0.1263 0.1625
C 0.3883 0.2062 0.1171
I -0.1081 0.0238 -0.0594
C -0.1989 -0.3014 -0.1603
C 0.2572 -0.1460 -0.0178
Br -0.0542 0.1202 0.0496
C -0.1264 0.1726 0.2156
C -0.1858 -0.6006 -0.3230
O 0.0727 0.2987 0.1570
F 0.0325 0.2398 -0.0107
H -0.1046 -0.0064 -0.1407
H 0.0581 0.0436 -0.0107
H 0.0415 0.0925 -0.0286
H -0.0899 -0.0846 -0.0231
H -0.0966 -0.0055 0.0348
H 0.1088 -0.0559 -0.0104
H 0.1110 0.2028 -0.1716
H -0.0074 -0.0790 0.2409
C 0.0318 -0.0811 -0.0307
C -0.0273 0.0500 0.0851
O 0.0513 0.0750 -0.0719
C 0.0139 -0.0819 -0.0095
C -0.0595 0.0182 0.0225
H 0.0015 0.0154 -0.0001
H -0.0048 0.0277 -0.0010
H -0.0373 0.0013 0.0249
H -0.0157 -0.0034 -0.0758
H 0.0234 -0.0408 0.0129
H -0.0283 -0.0013 0.0398
H 0.0089 0.0199 -0.0149
H 0.0345 -0.0282 0.0186
H 0.0091 -0.0047 -0.0055
H 0.0042 0.0079 -0.0105
C -0.0833 0.0196 0.0198
C 0.0597 -0.0459 -0.0610
O 0.0385 0.1008 0.0647
C -0.0891 -0.0155 -0.0088
C 0.0839 -0.0075 -0.0036
H 0.0070 0.0072 -0.0086
H 0.0244 0.0124 -0.0031
H 0.0274 -0.0360 0.0069
H 0.0014 0.0166 0.0224
H -0.0406 -0.0192 -0.0089
H 0.0226 -0.0362 -0.0069
H 0.0060 0.0277 -0.0071
H -0.0352 -0.0101 -0.0261
H -0.0155 0.0149 0.0087
H -0.0041 0.0028 0.0065

Total energy in eV: -101974.4070
Molecular weight in g/mol: 470.18
Kohn-Sham gap in eV: 4.71
Total charge: -1
F_max in eV/A: 0.71

---

Computed, not measured: a 2-piece molecular cluster, C2H6N2 overall, with ωB97M-V with the def2-TZVPD basis set.

Positions of all 10 atoms, in Å:
C  6.190  -1.714  -0.834
N  6.915  -1.796  -1.861
H  6.536  -2.014  0.158
H  5.356  -1.007  -0.725
H  6.766  -1.021  -2.507
C  -6.154  1.583  0.794
N  -6.443  1.793  2.015
H  -5.232  1.942  0.339
H  -6.976  1.202  0.176
H  -6.958  1.032  2.445

Force components x, y, z for each atom (eV/Å):
C 0.1106 1.9455 0.6711
N 1.0799 0.2087 0.5177
H -0.1861 -1.4508 -0.3688
H -0.0846 -0.0161 -0.3260
H -0.9197 -0.6871 -0.4938
C -1.7960 0.4935 0.5494
N 2.9631 -0.8276 0.5135
H -0.3023 0.6587 -0.1079
H 0.7916 -1.0370 -0.5213
H -1.6564 0.7124 -0.4339

Total energy in eV: -5148.4883
ΔE to the lowest compared entry with this formula, charge and spin in kcal/mol: 79.1
Molecular weight in g/mol: 58.08
Kohn-Sham gap in eV: 10.47
F_max in eV/A: 3.12
SMILES: C=N.C=N